(1)
# C6H9NO

A 3-piece molecular cluster, C6H9NO overall (ωB97M-V/def2-TZVPD, the Open Molecules 2025 dataset).

Energy relative to the best compared isomer or geometry (same formula, charge and spin)   826.3 kJ/mol
E_tot   -363.7095 Eh
Maximum force   0.06130 hartree/bohr
SMILES   CC#CC.C#C.N=O
E_HOMO   -8.66 eV

Atoms and positions in Å:
C (0.565, -2.426, 0.842)
C (-1.702, 0.096, -0.994)
C (0.155, -1.158, 0.273)
C (-0.555, -0.247, -0.147)
N (2.388, 0.810, -0.304)
O (2.153, -0.385, -0.092)
C (0.043, 1.989, 0.569)
C (-0.816, 2.837, 0.640)
H (1.107, 1.715, 0.500)
H (2.314, 1.013, -1.333)
H (0.591, -3.235, 0.110)
H (1.566, -2.428, 1.267)
H (-0.137, -2.713, 1.633)
H (-1.756, -0.619, -1.826)
H (-1.656, 1.109, -1.395)
H (-2.651, 0.106, -0.432)
H (-1.608, 3.535, 0.690)

(2)
# C3H8NS

An isolated ion of composition C3H8NS and charge -1 (ωB97M-V/def2-TZVPD, the Open Molecules 2025 dataset).

Energy relative to the best compared isomer or geometry (same formula, charge and spin)   67.2 kJ/mol
Total charge   -1
E_tot   -572.0527 Eh
Maximum force   0.03933 hartree/bohr
SMILES   CNCC[S-]
E_HOMO   -2.23 eV

Atoms and positions in Å:
C (-1.369, -0.853, -0.548)
N (-1.070, 0.283, 0.316)
C (0.312, 0.320, 0.894)
C (1.408, 0.406, -0.152)
S (3.047, 0.689, 0.600)
H (-0.490, -1.213, -1.079)
H (-2.123, -0.534, -1.271)
H (-1.786, -1.684, 0.028)
H (-1.165, 1.141, -0.211)
H (0.315, 1.269, 1.431)
H (0.354, -0.465, 1.615)
H (1.084, 1.152, -0.885)
H (1.485, -0.512, -0.738)